No. 1
Density functional theory data (ωB97M-V/def2-TZVPD) for 2 unconnected molecules or ions with the total composition C3H6N3P.

The geometry in ORCA input format:
```
! RIJCOSX wB97M-V def2-TZVPD def2/J DEFGRID3
* xyz 0 3
C 2.187 0.162 0.050
C -2.032 -0.099 -1.491
C -0.392 -0.393 0.775
N 1.819 1.114 0.785
N -1.519 0.504 -2.307
N -1.562 -1.028 1.058
P 0.901 -1.177 0.002
H 3.142 0.157 -0.443
H -1.489 -2.028 0.766
H -0.288 0.576 1.098
H 2.469 1.899 0.709
H -1.338 1.188 -2.961
H -1.900 -0.875 1.960
*
```

Calculated values
**ΔE to the lowest compared entry with this formula, charge and spin**: 1.7248 eV
**Maximum force**: 4.04 eV/A
**HOMO-LUMO gap (spin up / spin down)**: 6.75 / 7.53 eV
**E_tot**: -16961.3701 eV
**LUMO level (spin up / spin down)**: 1.2289 / -1.4805 eV

natural (NBO) atomic charge list, values in e, 6 entries:
1 C -0.248
2 C 0.286
3 C -0.477
4 N -0.653
5 N -0.728
6 N -0.687

---

No. 2
Density functional theory data (ωB97M-V/def2-TZVPD) for a molecular structure, C30H35AgGeN3O3S2.

The geometry in ORCA input format:
```
! RIJCOSX wB97M-V def2-TZVPD def2/J DEFGRID3
* xyz -1 1
Ag -1.980 -0.025 1.367
C 1.610 -4.209 2.811
O 1.294 -3.432 1.673
C 0.205 -3.826 0.948
C -0.195 -5.148 0.834
C -1.297 -5.461 0.047
C -2.011 -4.463 -0.580
C -1.649 -3.114 -0.452
C -2.522 -2.112 -1.048
N -2.439 -0.849 -0.828
N -3.257 -0.060 -1.555
C -3.715 1.015 -0.929
O -3.679 1.227 0.310
C -4.364 2.035 -1.815
C -4.870 3.196 -1.238
C -5.476 4.164 -2.024
C -5.589 3.977 -3.395
C -5.090 2.819 -3.976
C -4.481 1.852 -3.191
C -0.494 -2.806 0.287
O -0.057 -1.530 0.421
H 2.276 -3.606 3.424
H 2.116 -5.142 2.541
H 0.711 -4.447 3.386
H 0.347 -5.932 1.346
H -1.596 -6.496 -0.067
H -2.889 -4.708 -1.165
H -3.314 -2.476 -1.706
H -4.778 3.314 -0.167
H -5.864 5.068 -1.572
H -6.070 4.729 -4.010
H -5.178 2.672 -5.046
H -4.089 0.940 -3.621
S -2.855 1.193 3.654
C -1.220 1.011 3.960
N -0.389 0.287 3.242
C 0.871 0.217 3.783
C 1.922 -0.568 3.304
C 3.141 -0.542 3.961
C 3.335 0.249 5.093
C 2.295 1.019 5.597
C 1.072 0.993 4.945
S -0.424 1.781 5.365
H 1.754 -1.197 2.438
H 3.959 -1.153 3.595
H 4.296 0.250 5.593
H 2.430 1.620 6.487
C 3.748 3.253 -0.057
C 4.000 2.010 0.794
C 3.434 0.729 0.184
C 1.908 0.727 0.102
Ge 1.250 -0.957 -0.696
C 0.665 -1.082 -2.597
C -0.114 0.072 -3.234
C 0.628 1.408 -3.290
C 2.006 1.342 -3.945
H 4.270 4.116 0.360
H 2.686 3.499 -0.099
H 4.106 3.102 -1.079
H 3.564 2.150 1.788
H 5.079 1.885 0.928
H 3.759 -0.122 0.790
H 3.858 0.592 -0.819
H 1.554 1.573 -0.486
H 1.470 0.819 1.096
H 2.337 -2.054 -0.572
H 0.050 -1.986 -2.623
H 1.564 -1.303 -3.179
H -1.050 0.220 -2.696
H -0.387 -0.223 -4.254
H 0.734 1.797 -2.276
H 0.006 2.122 -3.834
H 2.688 0.716 -3.365
H 2.446 2.339 -4.010
H 1.940 0.933 -4.956
*
```

Calculated values
**ΔE to the lowest compared entry with this formula, charge and spin**: 0.8135 eV
**Maximum force**: 0.80 eV/A
**HOMO-LUMO gap**: 6.99 eV
**E_tot**: -124479.0467 eV
**LUMO level**: 2.5787 eV

Löwdin atomic charge list, values in e, 6 entries:
1 Ag 0.681
2 C -0.076
3 O -0.120
4 C -0.227
5 C -0.027
6 C -0.097

---

No. 3
Density functional theory data (ωB97M-V/def2-TZVPD) for 6 unconnected molecules or ions with the total composition C5H20N2O5.

The geometry in ORCA input format:
```
! RIJCOSX wB97M-V def2-TZVPD def2/J DEFGRID3
* xyz 0 1
C -3.467 0.227 1.703
N -2.516 0.516 0.926
C -1.221 0.971 1.192
C -1.003 1.853 2.178
C -0.154 0.307 0.367
C 0.782 -0.518 1.283
N 0.181 -1.681 1.911
H -3.456 0.120 2.803
H -4.332 -0.196 1.203
H -0.107 1.899 2.753
H -1.808 2.297 2.746
H 0.459 1.063 -0.134
H -0.592 -0.445 -0.308
H 1.072 0.194 2.068
H 1.547 -0.919 0.606
H 0.009 -2.442 1.237
H -0.715 -1.526 2.328
O -0.685 2.439 -3.739
H -1.294 2.880 -3.135
H -0.593 1.527 -3.451
O 0.957 -0.861 -3.100
H 1.558 -1.602 -2.973
H 1.428 -0.148 -2.619
O 4.666 -0.733 0.709
H 4.011 -0.409 1.335
H 4.453 -1.666 0.597
O -3.522 -1.501 -1.554
H -2.763 -1.686 -2.125
H -3.158 -0.902 -0.896
O 3.260 0.227 -1.668
H 3.976 -0.212 -1.195
H 3.027 0.926 -1.047
*
```

Calculated values
**ΔE to the lowest compared entry with this formula, charge and spin**: 3.3831 eV
**Maximum force**: 1.80 eV/A
**HOMO-LUMO gap**: 9.11 eV
**E_tot**: -18725.1902 eV
**LUMO level**: 0.0042 eV
**SMILES string**: C=NC(=C)CCN.O.O.O.O.O

natural (NBO) atomic charge list, values in e, 6 entries:
1 C -0.008
2 N -0.461
3 C 0.156
4 C -0.454
5 C -0.459
6 C -0.206

---

No. 4
Density functional theory data (ωB97M-V/def2-TZVPD) for a molecular structure, C2H2AlFLiO2.

The geometry in ORCA input format:
```
! RIJCOSX wB97M-V def2-TZVPD def2/J DEFGRID3
* xyz 3 1
C -0.724 0.279 -0.197
C -1.880 0.992 -0.590
O -0.673 -0.892 0.076
F 0.006 0.540 1.444
H 1.958 -0.586 -1.459
H -2.808 0.885 -0.004
Li 0.974 -1.877 0.738
Al 1.684 0.922 0.694
O 1.462 -0.263 -0.702
*
```

Calculated values
**ΔE to the lowest compared entry with this formula, charge and spin**: 0.9899 eV
**Maximum force**: 7.78 eV/A
**HOMO-LUMO gap (spin up / spin down)**: 5.47 / 6.15 eV
**E_tot**: -15678.2107 eV
**LUMO level (spin up / spin down)**: -19.1950 / -19.2152 eV

natural (NBO) atomic charge list, values in e, 6 entries:
1 C 0.517
2 C 0.329
3 O -0.341
4 F -0.617
5 H 0.591
6 H 0.312

---

No. 5
Density functional theory data (ωB97M-V/def2-TZVPD) for a molecular structure, C33H26BrMoN6O.

The geometry in ORCA input format:
```
! RIJCOSX wB97M-V def2-TZVPD def2/J DEFGRID3
* xyz 1 1
Mo -0.412 0.256 -0.079
C 2.354 3.835 0.344
C 1.494 4.918 0.352
C 0.127 4.705 0.248
C -0.342 3.408 0.135
N 0.499 2.361 0.121
C 1.813 2.568 0.226
C -1.780 3.067 0.025
C -2.786 4.016 0.061
C -4.106 3.608 -0.048
C -4.393 2.263 -0.191
C -3.343 1.366 -0.216
N -2.065 1.755 -0.110
H 3.424 3.959 0.427
H 1.876 5.926 0.441
H -0.550 5.546 0.256
H 2.425 1.680 0.218
H -2.556 5.065 0.174
H -4.900 4.342 -0.021
H -5.407 1.903 -0.282
H -3.510 0.304 -0.326
Br -0.541 -5.653 -4.786
C 1.101 -5.596 -3.850
C 1.577 -6.742 -3.231
C 2.775 -6.684 -2.539
C 3.457 -5.478 -2.425
C 2.999 -4.347 -3.090
C 1.817 -4.410 -3.809
N 4.674 -5.514 -1.668
N 4.934 -4.649 -0.826
C 3.995 -3.600 -0.545
C 4.382 -2.312 -0.782
C 3.469 -1.257 -0.610
C 2.194 -1.502 -0.167
O 1.310 -0.481 -0.097
C 1.801 -2.830 0.198
N 0.556 -3.029 0.690
C 0.209 -4.246 1.019
C 1.067 -5.361 0.924
C 2.323 -5.180 0.429
C 2.725 -3.885 0.021
H 1.024 -7.669 -3.299
H 3.185 -7.568 -2.067
H 3.553 -3.420 -3.053
H 1.449 -3.537 -4.333
H 5.377 -2.117 -1.161
H 3.760 -0.249 -0.871
H -0.802 -4.375 1.395
H 0.724 -6.334 1.247
H 3.015 -6.007 0.356
C -1.401 -2.451 -2.723
C -2.307 -2.855 -1.600
C -3.127 -3.971 -1.693
C -3.916 -4.367 -0.622
C -3.893 -3.659 0.570
C -3.088 -2.536 0.715
C -3.003 -1.790 2.013
C -2.316 -2.143 -0.390
N -1.471 -1.061 -0.250
H -1.531 -3.112 -3.578
H -0.356 -2.496 -2.404
H -1.589 -1.425 -3.044
H -3.135 -4.543 -2.613
H -4.547 -5.241 -0.715
H -4.499 -3.985 1.407
H -3.648 -2.248 2.761
H -3.300 -0.745 1.900
H -1.976 -1.786 2.386
*
```

Calculated values
**ΔE to the lowest compared entry with this formula, charge and spin**: 2.0440 eV
**Maximum force**: 0.39 eV/A
**HOMO-LUMO gap (spin up / spin down)**: 5.94 / 5.94 eV
**E_tot**: -117523.0821 eV
**LUMO level (spin up / spin down)**: -4.2659 / -4.2654 eV

natural (NBO) atomic charge list, values in e, 6 entries:
1 Mo 1.198
2 C -0.231
3 C -0.114
4 C -0.209
5 C 0.187
6 N -0.524

---

No. 6
Density functional theory data (ωB97M-V/def2-TZVPD) for C5H12N2 in the gas phase.

The geometry in ORCA input format:
```
! RIJCOSX wB97M-V def2-TZVPD def2/J DEFGRID3
* xyz 0 1
C -1.719 2.309 1.208
C -0.992 2.024 0.137
C 0.452 1.650 0.141
C 0.671 0.158 0.273
N 0.056 -0.562 -0.861
C 0.673 -1.826 -1.144
N 0.678 -2.749 0.014
H -2.799 2.242 1.173
H -1.268 2.516 2.172
H -1.547 1.766 -0.762
H 0.969 2.209 0.925
H 0.989 1.935 -0.763
H 0.259 -0.226 1.214
H 1.704 -0.181 0.306
H -0.929 -0.700 -0.664
H 1.720 -1.629 -1.398
H 0.199 -2.315 -2.001
H -0.277 -3.008 0.243
H 1.160 -3.613 -0.212
*
```

Calculated values
**ΔE to the lowest compared entry with this formula, charge and spin**: 1.4220 eV
**Maximum force**: 1.41 eV/A
**HOMO-LUMO gap**: 10.12 eV
**E_tot**: -8358.7142 eV
**LUMO level**: 1.0951 eV
**SMILES string**: C=CCCNCN

natural (NBO) atomic charge list, values in e, 6 entries:
1 C -0.397
2 C -0.170
3 C -0.458
4 C -0.210
5 N -0.633
6 C -0.044